Computed, not measured: C10H13ClNO7P2S2Ta as an isolated structure, with wB97M-V/def2-TZVPD.

Geometry as XYZ:
```
37
Properties=species:S:1:pos:R:3:nbo_charge:R:1
Ta -0.121 -0.037 1.407 2.120
O -2.002 -0.916 2.966 -1.011
P -0.785 -1.349 3.936 2.542
O -1.001 -1.483 5.345 -0.944
O 0.163 -0.185 3.300 -1.037
O -0.178 -2.657 3.206 -1.058
P 0.336 -2.840 1.694 2.540
O 1.537 -1.705 1.610 -0.990
O 0.597 -4.190 1.285 -0.962
O -0.596 -1.858 0.864 -1.068
H -2.922 -1.161 3.179 0.572
H 2.380 -1.932 2.038 0.566
S 0.364 0.169 -1.070 -0.072
C 0.026 -1.315 -1.938 0.010
N 0.976 -1.951 -2.571 -0.494
C 0.594 -3.107 -3.394 -0.234
C -0.879 -3.408 -3.077 -0.538
S -1.522 -1.996 -2.112 0.469
H 1.919 -1.584 -2.576 0.445
H 1.236 -3.947 -3.135 0.251
H 0.749 -2.854 -4.443 0.243
H -0.993 -4.308 -2.478 0.260
H -1.476 -3.500 -3.980 0.271
Cl -1.813 1.727 1.379 0.160
C -0.835 2.947 0.399 0.147
C -1.555 3.922 -0.248 -0.271
C -0.793 4.816 -0.995 -0.156
C 0.587 4.677 -1.062 -0.160
C 1.245 3.661 -0.385 -0.162
C 0.535 2.747 0.398 -0.113
C 1.188 1.654 1.196 -0.926
H -2.630 3.994 -0.183 0.263
H -1.288 5.620 -1.522 0.257
H 1.163 5.380 -1.648 0.254
H 2.322 3.578 -0.446 0.244
H 1.289 1.963 2.249 0.294
H 2.183 1.430 0.809 0.290
```

The calculation puts the HOMO energy at -15.598 eV. As for the total charge: +2.



Computed, not measured: C40H36IrN4P2 as an isolated structure, with wB97M-V/def2-TZVPD.

Geometry as XYZ:
```
83
Properties=species:S:1:pos:R:3:lowdin_charge:R:1
Ir -0.329 0.598 -1.159 0.920
C 1.851 -1.962 1.618 -0.117
N 1.070 -1.107 0.718 -0.478
P 1.809 -0.214 -0.555 0.852
C 2.989 0.830 0.355 -0.346
C 4.180 0.334 0.885 -0.089
C 4.998 1.157 1.644 -0.056
C 4.638 2.478 1.881 -0.065
C 3.458 2.982 1.353 -0.076
C 2.638 2.158 0.595 -0.141
C 2.825 -1.392 -1.453 -0.348
C 4.030 -0.971 -2.017 -0.092
C 4.789 -1.854 -2.770 -0.066
C 4.338 -3.150 -2.981 -0.065
C 3.115 -3.555 -2.465 -0.059
C 2.353 -2.676 -1.711 -0.092
P -0.220 -0.113 1.248 0.898
C -1.762 -1.066 1.309 -0.404
C -1.880 -2.413 1.004 -0.095
C -3.135 -3.008 0.948 -0.065
C -4.275 -2.261 1.203 -0.071
C -4.162 -0.914 1.539 -0.082
C -2.911 -0.318 1.581 -0.133
C 0.155 0.074 3.036 -0.333
C 1.177 0.929 3.443 -0.090
C 1.557 0.988 4.775 -0.068
C 0.910 0.204 5.720 -0.071
C -0.119 -0.639 5.328 -0.066
C -0.498 -0.704 3.993 -0.080
H 2.493 -2.611 1.022 0.078
H 1.178 -2.586 2.205 0.085
H 2.476 -1.391 2.309 0.076
H 4.473 -0.691 0.696 0.112
H 5.924 0.768 2.048 0.112
H 5.282 3.116 2.473 0.111
H 3.175 4.011 1.535 0.111
H 1.710 2.537 0.192 0.052
H 4.380 0.042 -1.859 0.107
H 5.732 -1.529 -3.189 0.110
H 4.932 -3.838 -3.568 0.110
H 2.753 -4.558 -2.651 0.111
H 1.387 -2.970 -1.327 0.074
H -0.991 -2.999 0.806 0.096
H -3.226 -4.056 0.694 0.111
H -5.251 -2.727 1.151 0.108
H -5.048 -0.333 1.763 0.106
H -2.820 0.736 1.830 0.109
H 1.687 1.553 2.722 0.076
H 2.360 1.649 5.077 0.108
H 1.204 0.254 6.761 0.109
H -0.629 -1.253 6.059 0.109
H -1.300 -1.369 3.702 0.101
N -2.513 0.986 -1.539 0.020
C -2.818 2.361 -1.247 -0.232
C -4.075 2.800 -0.955 0.002
C -4.321 4.174 -0.738 -0.047
C -3.301 5.077 -0.819 -0.013
C -1.981 4.638 -1.080 -0.138
C -0.872 5.512 -1.132 0.017
C 0.367 4.997 -1.377 -0.022
C 0.506 3.612 -1.576 -0.133
N -0.497 2.763 -1.505 -0.060
C -1.743 3.267 -1.280 -0.174
H -3.196 0.355 -1.129 0.106
H -2.511 0.827 -2.543 0.078
H -4.892 2.089 -0.899 0.124
H -5.327 4.505 -0.516 0.115
H -3.489 6.133 -0.670 0.123
H -1.019 6.574 -0.977 0.129
H 1.245 5.626 -1.414 0.117
H 1.476 3.195 -1.811 0.111
N -0.551 -1.201 -1.720 -0.163
C -1.338 -2.065 -2.393 -0.408
C -2.220 -1.658 -3.429 -0.053
C -3.091 -2.547 -4.027 -0.084
C -3.126 -3.880 -3.633 -0.082
C -2.225 -4.319 -2.672 -0.082
C -1.334 -3.442 -2.080 -0.052
H -2.182 -0.623 -3.752 0.085
H -3.757 -2.198 -4.807 0.106
H -3.837 -4.563 -4.077 0.105
H -2.217 -5.364 -2.384 0.107
H -0.634 -3.798 -1.335 0.091
```

The calculation puts the HOMO energy (alpha / beta) at -9.392 / -9.396 eV. As for the total charge: +1.



Computed, not measured: C32H33BrN7OPbSi as an isolated structure, with wB97M-V/def2-TZVPD.

Geometry as XYZ:
```
76
Properties=species:S:1:pos:R:3:nbo_charge:R:1
Pb 0.178 0.835 -0.673 1.375
N 2.220 2.374 3.240 -0.551
C 1.949 2.175 1.951 0.363
N 1.455 1.086 1.460 -0.615
C 1.180 0.006 2.314 0.405
N 0.802 -1.145 1.901 -0.333
N 0.638 -1.294 0.515 -0.385
C 1.017 -2.480 0.147 0.051
C 1.123 -3.012 -1.157 0.088
C 1.917 -4.162 -1.356 -0.171
C 2.316 -4.559 -2.596 -0.205
C 1.925 -3.784 -3.736 -0.254
C 1.084 -2.750 -3.574 0.046
N 0.594 -2.404 -2.305 -0.401
C 1.389 0.196 3.762 -0.149
C 1.087 -0.789 4.704 -0.136
C 1.351 -0.577 6.040 -0.210
C 1.925 0.626 6.459 -0.160
C 2.220 1.614 5.545 -0.259
C 1.944 1.391 4.200 0.233
H 2.602 3.260 3.531 0.425
H 2.153 3.007 1.284 0.214
H 1.387 -3.130 0.936 0.213
H 2.244 -4.694 -0.472 0.235
H 2.935 -5.436 -2.718 0.234
H 2.277 -4.025 -4.728 0.243
H 0.693 -2.150 -4.382 0.232
H 0.642 -1.713 4.360 0.243
H 1.113 -1.343 6.766 0.230
H 2.144 0.787 7.506 0.230
H 2.652 2.557 5.864 0.223
O 6.460 0.727 -4.002 -0.634
C 5.415 0.667 -3.156 0.365
C 4.990 -0.505 -2.537 -0.331
C 3.898 -0.434 -1.696 0.065
N 3.222 0.695 -1.443 -0.496
C 3.665 1.782 -2.040 0.175
Br 2.719 3.395 -1.665 0.072
C 4.742 1.852 -2.899 -0.327
H 6.873 -0.141 -4.094 0.491
H 5.497 -1.447 -2.706 0.228
H 3.542 -1.327 -1.189 0.202
H 5.061 2.778 -3.353 0.256
C -1.722 3.774 2.298 -0.642
C -2.722 2.658 2.230 0.017
C -3.900 2.715 2.939 -0.237
C -4.808 1.655 2.912 -0.150
C -4.524 0.495 2.184 -0.234
C -3.355 0.377 1.471 -0.013
C -3.016 -0.883 0.738 -0.621
C -2.413 1.482 1.434 0.204
N -1.303 1.432 0.747 -0.981
H -2.204 4.718 2.550 0.220
H -1.196 3.871 1.349 0.232
H -0.971 3.565 3.069 0.211
H -4.127 3.598 3.526 0.214
H -5.732 1.727 3.470 0.216
H -5.230 -0.329 2.195 0.213
H -3.825 -1.608 0.821 0.215
H -2.100 -1.331 1.136 0.228
H -2.825 -0.680 -0.317 0.208
C -4.329 -1.737 -2.688 -1.120
Si -3.132 -0.393 -3.103 1.633
C -3.657 1.265 -2.482 -1.126
C -2.818 -0.313 -4.927 -1.111
C -1.466 -0.879 -2.406 -0.485
C -0.512 -1.612 -2.280 0.154
H -5.204 -1.674 -3.343 0.252
H -4.676 -1.668 -1.657 0.250
H -3.867 -2.716 -2.831 0.248
H -4.508 1.617 -3.075 0.254
H -2.849 1.991 -2.599 0.243
H -3.965 1.255 -1.434 0.255
H -3.760 -0.162 -5.464 0.250
H -2.367 -1.238 -5.296 0.241
H -2.155 0.520 -5.173 0.244
```

The calculation puts the HOMO energy (alpha / beta) at -9.252 / -9.249 eV. As for the total charge: +1.



Number 1: strongest force on any atom 1.155 eV Å⁻¹. Number 2: strongest force on any atom 1.597 eV Å⁻¹. Number 3: strongest force on any atom 0.858 eV Å⁻¹.